This record from the OMol25 dataset describes an isolated molecule of C18H28N4O3. The level of theory is the ωB97M-V functional and the def2-TZVPD basis.

Its SMILES is CNC(=O)[C@@H](Cc1ccccc1)NC(=O)[C@@H](CCCCN)NC(C)=O. The value obtained for the largest force on an atom is 2.36 eV Å⁻¹. The value obtained for the LUMO energy is 0.597 eV. The HOMO energy comes out at -9.30 eV. The calculation puts the energy above the lowest of the compared OMol25 structures with the same formula, charge and spin at 6.7 kcal per mole. As for the molecular weight: 348.4 g mol⁻¹. As for the frontier orbital gap: 9.9 eV. As for the calculated total energy: -31224.8758 eV.

Each line ends with the Löwdin charge.
Cartesian coordinates (Å):
C1 1.88 -3.32 0.87  -0.04
N1 0.92 -2.23 1.05  0.03
C2 0.04 -2.15 2.03  -0.48
O1 -0.09 -3.06 2.84  0.05
C3 -0.79 -0.82 2.13  -0.19
C4 -0.47 -0.08 3.46  -0.09
C5 0.97 0.40 3.48  -0.23
C6 1.32 1.73 3.13  -0.05
C7 2.68 2.15 3.06  -0.07
C8 3.67 1.19 3.34  -0.08
C9 3.33 -0.12 3.76  -0.05
C10 1.97 -0.50 3.84  -0.04
N2 -0.62 0.10 1.02  0.10
C11 -1.20 -0.01 -0.22  -0.41
O2 -1.97 -0.94 -0.48  0.06
C12 -0.91 1.08 -1.26  -0.19
C13 0.55 0.94 -1.79  -0.13
C14 1.08 2.14 -2.63  -0.17
C15 1.15 3.45 -1.80  -0.21
C16 2.00 3.34 -0.56  -0.30
N3 2.07 4.68 0.07  -0.01
N4 -1.92 1.12 -2.35  0.12
C17 -2.38 2.28 -2.83  -0.56
C18 -3.52 2.18 -3.79  0.00
O3 -1.97 3.38 -2.48  0.04
H1 2.74 -3.17 1.52  0.08
H2 1.35 -4.23 1.16  0.09
H3 2.11 -3.42 -0.19  0.08
H4 0.96 -1.44 0.40  0.13
H5 -1.85 -1.06 2.16  0.15
H6 -1.15 0.81 3.54  0.13
H7 -0.72 -0.66 4.37  0.13
H8 0.54 2.44 2.96  0.10
H9 2.93 3.16 2.81  0.09
H10 4.71 1.51 3.25  0.10
H11 4.11 -0.82 3.97  0.09
H12 1.69 -1.50 4.15  0.11
H13 0.03 0.87 1.18  0.12
H14 -1.03 2.01 -0.70  0.15
H15 1.24 0.78 -0.95  0.10
H16 0.58 0.08 -2.42  0.11
H17 0.48 2.24 -3.52  0.10
H18 2.10 1.93 -2.95  0.11
H19 1.62 4.26 -2.44  0.13
H20 0.20 3.76 -1.46  0.07
H21 1.57 2.64 0.11  0.07
H22 3.03 3.01 -0.78  0.12
H23 1.14 5.03 0.32  0.07
H24 2.46 5.32 -0.63  0.06
H25 -2.35 0.25 -2.64  0.15
H26 -4.36 1.64 -3.36  0.08
H27 -3.19 1.60 -4.65  0.08
H28 -3.88 3.20 -4.05  0.10

***

This record from the OMol25 dataset describes a cluster of 5 separate species, C18H30N5O12 in total. The level of theory is the ωB97M-V functional and the def2-TZVPD basis.

The value obtained for the largest force on an atom is 0.68 eV Å⁻¹. The value obtained for the LUMO energy is -3.005 eV. The HOMO energy comes out at -11.56 eV. As for the molecular weight: 508.5 g mol⁻¹. As for the frontier orbital gap: 8.6 eV. As for the calculated total energy: -51167.0503 eV. As for the net charge: +1.

Each line ends with the Löwdin charge.
Cartesian coordinates (Å):
N1 2.70 -5.69 2.34  0.17
N2 2.88 -4.31 2.14  -0.09
N3 4.06 -3.68 1.85  0.14
C1 3.75 -2.39 1.74  -0.09
N4 2.48 -2.15 1.93  0.18
C2 1.93 -3.37 2.17  -0.35
N5 0.65 -3.57 2.39  0.25
H1 2.08 -6.01 1.60  0.12
H2 3.59 -6.15 2.18  0.11
H3 4.94 -4.16 1.75  0.18
H4 4.52 -1.65 1.52  0.15
H5 0.04 -2.78 2.26  0.13
H6 0.24 -4.46 2.63  0.08
C3 0.88 0.56 1.01  -0.04
C4 0.80 2.06 1.22  -0.33
C5 -0.59 2.64 1.28  -0.09
O1 -0.39 3.96 0.78  0.07
C6 0.69 3.93 -0.03  -0.57
O2 1.03 4.82 -0.74  0.16
O3 1.34 2.75 0.09  0.08
H7 1.91 0.22 1.04  0.06
H8 0.32 0.04 1.79  0.08
H9 0.47 0.30 0.03  0.10
H10 1.38 2.35 2.10  0.16
H11 -1.00 2.67 2.29  0.14
H12 -1.29 2.12 0.62  0.14
C7 1.68 4.32 -4.12  -0.01
C8 1.65 5.41 -5.16  -0.31
C9 0.48 6.36 -5.06  -0.08
O4 0.31 6.77 -6.43  0.06
C10 0.78 5.78 -7.22  -0.57
O5 0.61 5.71 -8.39  0.16
O6 1.45 4.86 -6.48  0.08
H13 2.59 3.73 -4.22  0.09
H14 1.65 4.74 -3.11  0.08
H15 0.84 3.65 -4.24  0.07
H16 2.60 5.96 -5.17  0.16
H17 0.68 7.22 -4.43  0.14
H18 -0.43 5.87 -4.72  0.12
C11 -4.56 1.82 -4.27  -0.02
C12 -3.70 2.73 -3.43  -0.32
C13 -3.18 3.96 -4.14  -0.08
O7 -1.95 4.21 -3.45  0.06
C14 -1.51 3.03 -2.95  -0.55
O8 -0.42 2.86 -2.49  0.15
O9 -2.46 2.08 -3.06  0.09
H19 -4.95 0.99 -3.67  0.09
H20 -5.41 2.37 -4.68  0.09
H21 -3.99 1.39 -5.09  0.09
H22 -4.22 3.00 -2.51  0.16
H23 -3.84 4.82 -4.06  0.14
H24 -2.96 3.77 -5.19  0.14
C15 -0.24 -7.78 7.14  -0.02
C16 -0.37 -6.53 6.31  -0.32
C17 -1.69 -5.80 6.45  -0.07
O10 -1.82 -5.17 5.16  0.08
C18 -1.13 -5.91 4.28  -0.57
O11 -1.20 -5.78 3.09  0.12
O12 -0.37 -6.83 4.90  0.09
H25 0.76 -8.21 7.04  0.09
H26 -0.40 -7.55 8.20  0.10
H27 -0.96 -8.53 6.82  0.10
H28 0.47 -5.85 6.50  0.16
H29 -1.69 -5.05 7.24  0.14
H30 -2.53 -6.47 6.59  0.15

***

This record from the OMol25 dataset describes a cluster of 4 separate species, H8O4 in total. The level of theory is the ωB97M-V functional and the def2-TZVPD basis.

The value obtained for the largest force on an atom is 1.50 eV Å⁻¹. The value obtained for the LUMO energy (spin up / spin down) is 3.928 / 3.881 eV. The HOMO energy (spin up / spin down) comes out at 0.77 / -7.36 eV. The calculation puts the energy above the lowest of the compared OMol25 structures with the same formula, charge and spin at 3.7 kcal per mole. As for the molecular weight: 72.1 g mol⁻¹. As for the frontier orbital gap (spin up / spin down): 3.2 / 11.2 eV. As for the calculated total energy: -8319.3021 eV. As for the multiplicity: 2. As for the net charge: -1.

Each line ends with the Mulliken spin population.
Cartesian coordinates (Å):
O1 2.46 -7.67 29.00  0.73
H1 3.33 -7.29 29.11  -0.32
H2 2.46 -8.43 29.59  -0.07
O2 0.10 -7.41 27.53  0.44
H3 -0.03 -6.56 27.12  -0.12
H4 1.03 -7.43 27.75  -0.11
O3 4.57 -6.01 29.68  1.02
H5 3.89 -5.46 30.09  -0.30
H6 4.74 -5.58 28.84  -0.37
O4 -1.06 -9.17 29.41  0.18
H7 -0.86 -8.43 28.84  -0.04
H8 -0.23 -9.64 29.50  -0.05

***

This record from the OMol25 dataset describes a cluster of 2 separate species, C3H4F3NO3 in total. The level of theory is the ωB97M-V functional and the def2-TZVPD basis.

Its SMILES is [O-]/[N+](O)=C/F.O=CC(F)F. The value obtained for the largest force on an atom is 3.40 eV Å⁻¹. The value obtained for the LUMO energy is 0.061 eV. The HOMO energy comes out at -9.18 eV. The calculation puts the energy above the lowest of the compared OMol25 structures with the same formula, charge and spin at 129.8 kcal per mole. As for the molecular weight: 159.1 g mol⁻¹. As for the frontier orbital gap: 9.2 eV. As for the calculated total energy: -18955.3475 eV.

Each line ends with the Löwdin charge.
Cartesian coordinates (Å):
O1 -3.79 0.99 -0.96  -0.03
N1 -2.95 0.18 -0.57  -0.35
O2 -3.45 -1.04 -0.26  0.06
C1 -1.71 0.30 -0.72  -0.09
F1 -0.90 -0.71 -0.40  0.07
H1 -4.41 -1.05 0.14  0.19
H2 -1.37 1.22 -1.04  0.14
O3 0.92 0.41 1.09  0.10
C2 1.76 -0.28 0.59  -0.17
C3 3.20 0.25 0.57  -0.37
F2 3.49 0.73 -0.63  0.10
F3 4.15 -0.73 0.76  0.03
H3 1.70 -1.20 -0.03  0.15
H4 3.35 0.93 1.45  0.17

***

This record from the OMol25 dataset describes the ion C8H18NO4 with charge +1. The level of theory is the ωB97M-V functional and the def2-TZVPD basis.

Its SMILES is C=C([NH2+]C)[C@H](O)O[C@@H](CC)C(O)O. The value obtained for the largest force on an atom is 5.21 eV Å⁻¹. The value obtained for the LUMO energy is -2.984 eV. The HOMO energy comes out at -13.61 eV. The calculation puts the energy above the lowest of the compared OMol25 structures with the same formula, charge and spin at 41.4 kcal per mole. As for the molecular weight: 192.2 g mol⁻¹. As for the frontier orbital gap: 10.6 eV. As for the calculated total energy: -18258.1964 eV. As for the net charge: +1.

Each line ends with the Löwdin charge.
Cartesian coordinates (Å):
C1 2.33 -1.80 -0.03  0.12
C2 2.19 -0.45 0.05  -0.14
N1 3.04 0.55 0.68  0.05
C3 4.42 0.53 0.04  0.00
C4 0.75 0.27 -0.69  -0.37
O1 1.10 1.55 -0.80  0.02
O2 -0.24 0.12 0.26  -0.06
C5 -1.58 -0.08 -0.29  -0.21
C6 -2.26 -1.42 0.24  -0.16
C7 -3.75 -1.39 0.03  -0.08
C8 -2.44 1.18 -0.02  -0.38
O3 -2.58 1.40 1.35  0.05
O4 -1.59 2.13 -0.60  -0.02
H1 3.17 -2.21 0.45  0.06
H2 1.59 -2.44 -0.54  0.10
H3 2.43 1.37 0.53  0.15
H4 3.16 0.42 1.71  0.20
H5 4.62 -0.57 -0.19  0.11
H6 4.29 0.66 -1.02  0.09
H7 5.35 1.16 0.37  0.15
H8 0.41 -0.31 -1.56  0.16
H9 0.16 2.00 -0.76  0.15
H10 -1.29 -0.32 -1.33  0.15
H11 -2.05 -1.44 1.35  0.14
H12 -1.78 -2.19 -0.18  0.06
H13 -3.92 -1.00 -0.94  0.07
H14 -4.17 -0.71 0.78  0.09
H15 -4.15 -2.38 0.20  0.08
H16 -3.41 1.25 -0.33  0.13
H17 -1.76 1.04 1.75  0.11
H18 -2.01 3.05 -0.50  0.17

***

- largest force on an atom of number 2 (C18H30N5O12)?
  0.68 eV Å⁻¹